1.
42
Properties=species:S:1:pos:R:3:forces:R:3 method="wB97M-V/def2-TZVPD" lumo_energy_ev=0.825 homo_ev=-7.670 orbital_gap_ev=8.50 charge=0 smiles=COc1ccc(CNC2CCCC2)c(OC)c1OC
C -3.527154 -3.109225 0.602136 3.38 -3.93 -3.51
O -3.521247 -1.921534 0.034292 1.94 6.97 0.95
C -2.455993 -1.126288 0.494344 0.23 2.86 -0.95
C -1.325617 -1.729682 1.101424 0.11 14.76 -5.69
C -0.158666 -0.778262 1.062282 1.08 -3.84 4.34
C -0.228738 0.583464 0.856507 7.56 -5.42 4.48
C 0.902707 1.526880 1.405430 2.86 -1.22 -5.65
N 2.252740 0.782526 1.362134 -0.90 0.29 0.95
C 3.062880 0.884154 -0.145782 -0.35 -10.68 6.91
C 4.473755 -0.016726 0.328862 -10.52 -2.80 -3.35
C 4.445588 -1.075503 -0.698077 4.01 0.14 -5.32
C 3.045237 -1.409004 -1.263057 0.91 0.39 5.96
C 2.353394 -0.090947 -1.069719 3.45 5.10 -4.31
C -1.312058 1.101518 0.443542 -8.09 0.17 -2.47
O -1.230466 2.337970 0.351332 -1.66 10.12 -1.31
C -2.368467 3.206098 -0.145619 5.20 2.41 -3.89
C -2.522504 0.544132 0.202292 -2.15 -8.41 -0.21
O -3.749647 1.000388 -0.381295 3.32 -1.58 0.88
C -4.035844 0.306206 -1.677845 -1.24 9.36 0.43
H -3.226615 -3.279543 1.578253 -0.01 0.20 2.13
H -4.429356 -3.352767 0.258069 -4.01 -2.68 0.10
H -2.806130 -3.718258 -0.104188 -0.83 0.11 1.64
H -1.313596 -2.586495 1.374871 0.71 -10.47 3.18
H 0.857740 -1.301972 1.724118 -2.93 2.11 -2.48
H 1.051872 2.277558 0.514973 -0.60 -0.57 1.96
H 0.730410 2.041108 2.313118 -0.45 0.27 0.90
H 2.762548 1.037472 2.256897 -0.20 -0.29 -2.00
H 3.261770 1.781371 0.065920 1.11 7.73 -1.13
H 5.252732 0.452047 0.397967 8.52 5.56 -0.10
H 4.347489 -0.416917 1.251663 -1.21 -1.17 3.00
H 5.153092 -1.948320 -0.460834 -1.26 1.04 -0.48
H 5.005617 -0.452190 -1.722576 -1.13 -1.97 2.60
H 2.699900 -2.000320 -0.347514 -0.44 0.03 -1.35
H 2.941405 -1.994063 -2.128672 0.01 -0.27 -1.22
H 2.607199 0.724037 -1.963697 -0.71 -2.53 0.49
H 1.340813 -0.102141 -1.093657 -2.98 0.06 0.55
H -2.432150 3.111844 -1.333725 -0.02 -0.25 2.59
H -2.019122 4.341409 -0.055480 -0.30 -2.61 0.31
H -3.289441 3.137173 0.270196 -2.40 -0.93 1.61
H -4.925044 1.163838 -1.756155 1.31 -2.98 -1.23
H -3.292832 0.675283 -2.441598 -0.54 -1.47 0.77
H -4.378199 -0.606299 -1.461117 -0.79 -3.61 -0.08

---

2.
33
Properties=species:S:1:pos:R:3:forces:R:3 method="wB97M-V/def2-TZVPD" lumo_energy_ev=-1.343 homo_ev=-7.441 orbital_gap_ev=6.10 charge=0 smiles="O=[N+]([O-])c1csc([N+](=O)[O-])c1.C=C1N(C)CCN1C"
O -2.314300 -2.842406 -0.002920 1.32 -0.79 -1.64
N -1.611317 -3.438369 -0.849971 -1.92 -1.42 1.85
O -1.627273 -4.676652 -0.995803 0.26 2.09 0.05
C -0.753365 -2.674932 -1.685315 0.27 2.24 -0.08
C -0.750060 -1.255644 -1.677380 -0.42 -1.96 0.22
S 0.382371 -0.608863 -2.742445 0.32 -1.54 -0.26
C 0.866577 -2.251896 -3.175388 -0.01 0.29 0.02
N 1.909263 -2.501903 -4.119959 1.78 -0.69 -1.59
O 2.217586 -3.697426 -4.327799 -0.65 2.29 0.44
O 2.456319 -1.534235 -4.686616 -1.12 -1.41 1.14
C 0.191096 -3.259541 -2.545775 -0.01 0.92 -0.03
H -1.410775 -0.638308 -1.084381 0.18 -0.07 -0.02
H 0.358543 -4.316179 -2.681347 0.02 0.08 -0.04
C 0.007350 -0.392983 1.535265 -0.01 1.71 -0.15
C 0.005898 0.988452 1.519384 0.05 -1.71 0.01
N -1.091714 1.799570 1.491084 -0.29 -0.06 0.25
C -2.442105 1.344630 1.389345 -0.15 -0.03 -0.09
C -0.755784 3.193865 1.437823 -0.17 0.39 -0.21
C 0.761302 3.195691 1.591726 0.18 0.39 0.27
N 1.102979 1.803242 1.518718 0.22 -0.08 -0.34
C 2.449151 1.354389 1.679676 0.22 0.00 0.16
H 0.962359 -0.897370 1.569541 -0.29 -0.22 0.08
H -0.943043 -0.907999 1.512429 0.29 -0.22 0.01
H -2.555260 0.394849 1.923548 -0.10 0.25 -0.04
H -3.094976 2.106379 1.837581 0.04 -0.32 -0.08
H -2.757698 1.191683 0.341964 -0.01 0.03 0.19
H -1.046064 3.645762 0.477433 -0.09 -0.01 0.14
H -1.245422 3.747530 2.249749 0.00 -0.01 -0.19
H 1.249874 3.765748 0.790837 0.01 -0.03 0.19
H 1.049563 3.632326 2.560576 0.07 -0.02 -0.16
H 2.588173 0.404202 1.153001 0.10 0.23 0.05
H 3.117798 2.115965 1.256140 -0.06 -0.30 0.04
H 2.722947 1.210407 2.739267 -0.04 -0.01 -0.20

---

3.
15
Properties=species:S:1:pos:R:3:forces:R:3 method="wB97M-V/def2-TZVPD" lumo_energy_ev=1.018 homo_ev=-8.431 orbital_gap_ev=9.45 charge=0 smiles="FC1=CC=CC1.C#C"
F 0.736908 -2.142947 0.293085 -0.84 -0.24 -0.12
C -0.326915 -1.307130 0.266937 0.60 0.86 0.50
C -1.276325 -1.198542 1.198810 1.71 -4.31 2.47
C -2.015845 -0.047323 0.970786 -3.21 2.96 0.51
C -1.580051 0.605068 -0.127613 -0.49 1.95 -1.09
C -0.346987 -0.095847 -0.590024 2.41 0.13 -1.64
H -1.315571 -1.954442 2.073103 -0.27 1.57 -1.51
H -2.868847 0.305753 1.648379 1.28 -0.66 -1.25
H -2.021734 1.550227 -0.661460 0.96 -2.06 1.38
H -0.185456 -0.364623 -1.678727 -0.69 0.47 0.94
H 0.659032 0.490520 -0.386543 -2.10 -0.87 -0.08
C 3.157884 0.591067 -0.669382 1.45 3.74 -0.74
C 2.864318 -0.494799 -0.385263 -0.87 -4.11 1.21
H 3.555156 1.556896 -0.793581 -0.03 0.50 -0.33
H 2.575603 -1.461277 -0.045460 0.09 0.09 -0.25

---

4.
99
Properties=species:S:1:pos:R:3:forces:R:3 method="wB97M-V/def2-TZVPD" lumo_energy_ev="-2.113 / -4.105" s2=0.7868 homo_ev="-9.763 / -9.763" orbital_gap_ev="7.65 / 5.66" spin_multiplicity=2 charge=+1
C -2.708196 1.291637 -1.578063 0.22 0.08 0.28
C -2.593697 -0.992899 -0.995853 -0.58 0.50 -0.43
C -3.860084 1.095608 -2.347629 -0.08 -0.28 0.25
C -3.846583 -1.198446 -1.644642 0.38 -0.32 -0.01
C -4.476125 -0.164013 -2.308531 0.20 0.37 -0.08
H -4.269484 1.932751 -2.908808 0.02 -0.26 0.08
H -4.236288 -2.214247 -1.657171 -0.08 0.27 -0.07
H -5.413733 -0.333070 -2.834397 0.19 0.02 0.12
N -2.164395 0.306320 -0.856424 -0.01 -0.95 -0.74
P -1.047839 2.829528 0.029817 -0.02 0.38 -0.11
P -0.271236 -2.516941 0.063254 2.10 -0.59 1.25
C -2.005371 2.656074 -1.533626 -0.17 -0.11 -0.27
H -1.301127 2.734394 -2.376342 -0.26 -0.22 0.19
H -2.730563 3.467088 -1.663345 0.10 -0.28 -0.09
C -1.826563 -2.132979 -0.634919 -2.47 -0.93 0.39
H -2.402935 -3.062250 -0.801452 0.02 0.54 -0.22
C 0.305472 -3.833126 -1.274212 -0.53 0.11 0.84
C -0.501124 -3.468995 1.757190 -0.49 0.03 -0.83
C 0.532331 3.823600 -0.305449 -0.47 0.44 0.10
C -2.348107 3.673773 1.119903 0.51 0.18 -0.22
C 1.837317 -3.725704 -1.269666 -0.01 -0.04 -0.14
H 2.289754 -4.141727 -0.359325 -0.19 0.12 -0.19
H 2.260554 -4.266393 -2.130610 -0.07 0.05 0.17
H 2.137911 -2.673316 -1.348482 -0.04 -0.35 0.11
C -0.138276 -5.279495 -1.036972 0.18 -0.22 -0.36
H 0.247717 -5.712213 -0.108104 -0.17 0.14 -0.25
H -1.230835 -5.383964 -1.068701 0.26 0.04 0.05
H 0.258537 -5.894471 -1.861554 -0.08 0.09 0.15
C -0.256901 -3.393508 -2.628981 0.09 0.07 -0.03
H 0.212555 -3.989033 -3.424382 -0.10 0.13 0.10
H -1.341355 -3.531847 -2.703694 0.22 -0.05 0.05
H -0.047098 -2.334316 -2.814711 -0.19 -0.30 -0.09
C 0.849700 -4.114764 2.101481 0.13 0.01 -0.10
H 1.633860 -3.341041 2.092387 -0.36 -0.40 0.05
H 0.803259 -4.529782 3.120569 -0.07 0.05 -0.26
H 1.148567 -4.920654 1.421594 -0.14 0.16 0.21
C -0.811514 -2.464259 2.867429 0.03 0.11 0.02
H -0.005171 -1.737277 3.003220 -0.11 -0.11 -0.09
H -1.754603 -1.935233 2.695486 0.12 -0.02 -0.02
H -0.915344 -3.017594 3.814914 0.01 0.12 -0.25
C -1.668509 -4.446551 1.683423 -0.01 -0.40 0.34
H -1.527348 -5.261053 0.969996 -0.03 0.22 0.19
H -1.802803 -4.904462 2.674150 -0.10 0.04 -0.16
H -2.593917 -3.917186 1.429322 0.08 -0.10 0.09
C -1.726030 3.983025 2.490807 -0.12 0.07 0.11
H -2.497454 4.471978 3.104426 0.25 -0.09 -0.04
H -1.414922 3.069946 3.013173 -0.07 0.26 -0.14
H -0.868372 4.665184 2.422275 -0.26 -0.19 0.04
C -3.508936 2.681301 1.307084 0.06 -0.08 0.05
H -4.007446 2.443179 0.360131 0.06 0.04 0.17
H -3.186027 1.747875 1.782771 -0.03 0.14 -0.14
H -4.256583 3.143829 1.965905 0.14 -0.06 -0.13
C -2.908774 4.960106 0.497860 -0.12 0.23 0.29
H -3.701206 5.329856 1.164888 0.11 -0.02 -0.18
H -2.159987 5.754153 0.417751 -0.20 -0.21 0.02
H -3.366824 4.801931 -0.485474 0.09 0.06 0.25
C 0.982555 3.577910 -1.752513 0.00 -0.02 0.00
H 0.343113 4.091096 -2.481982 0.09 -0.10 0.16
H 2.001956 3.969078 -1.887884 -0.21 -0.07 0.10
H 1.008640 2.508854 -1.992927 -0.10 0.22 0.12
C 1.616536 3.285138 0.650831 -0.07 0.01 -0.11
H 1.780135 2.208918 0.508012 -0.06 0.21 0.07
H 2.564607 3.804125 0.447294 -0.21 -0.05 0.08
H 1.355319 3.452573 1.703843 0.03 -0.05 -0.19
C 0.343501 5.329252 -0.085386 0.44 0.26 -0.17
H -0.439362 5.747441 -0.732363 0.22 -0.12 0.19
H 0.134905 5.582714 0.962604 -0.02 -0.07 -0.37
H 1.286790 5.832968 -0.351413 -0.22 -0.05 0.08
Cu -0.585918 0.614930 0.319352 0.47 0.65 0.13
C -0.543926 0.649752 2.169255 -2.58 -1.18 3.26
O -1.088106 0.674976 3.200611 1.83 0.40 -2.66
N 0.713471 -0.059758 -0.983486 0.99 -1.73 -3.35
C 1.084719 -0.601132 -1.965509 1.38 3.50 1.64
C 2.131751 -0.531823 -3.127492 -0.51 -0.92 -0.12
C 1.836926 -1.534742 -4.227202 -0.04 -0.50 -0.35
C 2.072545 0.850087 -3.765766 -0.17 0.54 0.15
C 3.519676 -0.821319 -2.552667 0.27 -0.03 0.43
H 1.936411 -2.565628 -3.875158 -0.14 0.21 -0.11
H 0.836055 -1.369299 -4.635614 0.09 -0.18 -0.01
H 2.551463 -1.408996 -5.049908 -0.08 0.10 0.24
H 2.447590 1.623075 -3.087878 -0.12 -0.13 -0.16
H 2.703069 0.853582 -4.664578 -0.12 -0.09 0.26
H 1.046360 1.091843 -4.079495 0.29 0.03 0.12
H 4.276954 -0.581115 -3.312344 -0.26 -0.01 0.15
H 3.715730 -0.213001 -1.659087 0.02 -0.13 -0.22
H 3.641052 -1.884696 -2.295057 -0.02 0.46 -0.09
N 2.542114 -1.358638 1.695182 0.36 0.26 -0.21
C 2.609196 -0.512155 2.782508 -0.13 -0.12 -0.29
C 3.545360 -0.765176 3.805352 -0.10 0.55 0.27
C 3.573517 0.110314 4.889186 -0.32 -0.28 -0.62
C 2.655980 1.170941 4.912011 -0.28 0.31 -0.05
C 1.746423 1.312550 3.863857 0.72 -0.47 0.50
N 1.708112 0.481588 2.809936 0.86 0.14 0.76
H 2.061168 -1.026178 0.863163 0.03 -0.16 0.38
H 3.335774 -1.965531 1.533664 -0.19 0.25 -0.01
H 4.220229 -1.617596 3.697075 -0.17 0.33 0.20
H 4.282540 -0.032463 5.702010 -0.15 0.03 -0.17
H 2.623159 1.882424 5.739897 0.09 -0.29 -0.27
H 1.004048 2.112777 3.900426 0.16 -0.21 -0.10

---

5.
8
Properties=species:S:1:pos:R:3:forces:R:3 method="wB97M-V/def2-TZVPD" lumo_energy_ev=-0.766 homo_ev=-9.168 orbital_gap_ev=8.40 charge=0 smiles="OSC(=S)SO"
O -1.111942 -1.365725 -1.720370 1.17 0.02 -0.12
S -1.244240 0.166114 -1.204645 0.98 1.54 0.82
C 0.033290 0.325507 0.129609 -2.70 -2.69 -0.67
S 0.449396 -1.063879 0.973141 0.18 0.76 -1.08
S 0.487006 1.873247 0.593693 0.64 0.15 -0.19
O 1.637286 1.372029 1.625489 0.03 1.59 0.27
H -1.977872 -1.749114 -1.738977 -0.86 -0.50 0.36
H 1.727077 0.441822 1.342060 0.56 -0.86 0.61

---

6.
47
Properties=species:S:1:pos:R:3:forces:R:3 method="wB97M-V/def2-TZVPD" lumo_energy_ev=1.842 homo_ev=-1.213 orbital_gap_ev=3.06 charge=-1
C -3.631185 -0.411398 -2.673523 -0.39 0.53 -0.12
C -3.422923 -1.803182 -2.091009 0.24 -0.63 0.33
C -1.908750 -1.932679 -2.009118 0.87 0.08 -0.56
N -1.319599 -0.488526 -2.076154 0.38 -2.37 -1.95
N 0.107954 -0.524224 -2.480953 0.10 1.14 0.24
C 0.712185 -1.595346 -2.819896 -0.85 -0.59 -0.11
C -2.257816 0.029344 -3.172939 0.54 -0.43 0.04
H -4.381649 -0.387646 -3.470851 0.20 0.05 0.11
H -3.965397 0.242426 -1.864292 -0.01 0.15 -0.38
H -3.886792 -1.945559 -1.116564 -0.05 0.21 -0.02
H -3.811187 -2.594294 -2.747951 0.14 0.21 0.17
H -1.431806 -2.606733 -1.273544 -0.39 0.90 0.03
H -1.575577 -2.257017 -3.005825 -0.25 -0.35 0.48
H 1.805155 -1.585227 -2.897762 -0.42 0.51 -0.15
H 0.237652 -2.552485 -3.094396 0.24 0.30 0.55
H -1.914828 -0.521674 -4.036963 -0.27 -0.20 -0.45
H -2.117820 1.075799 -3.413433 0.07 0.18 0.57
O 1.222412 0.341047 5.330755 -0.09 -0.19 -0.67
C 0.893442 -0.013739 4.274054 0.11 -0.01 1.45
Co 0.443861 -0.815456 2.774277 0.87 -1.22 2.03
C 1.949447 -1.681986 2.599571 1.17 -0.10 -1.97
O 2.954101 -2.269660 2.486265 -1.07 0.35 0.74
C -0.475903 -2.218738 3.217979 -0.89 0.60 -0.96
O -1.101919 -3.138426 3.514834 -0.06 -0.79 0.47
C 0.689463 0.324899 0.877117 0.22 -0.55 -1.05
C 2.125392 0.644682 0.698339 0.15 0.07 -1.31
C 3.005981 1.048132 1.726513 -0.46 0.04 -0.03
C 4.241437 1.621088 1.440471 -0.34 -0.26 0.29
C 4.662499 1.766521 0.122024 0.36 0.04 0.05
C 3.848618 1.276583 -0.899826 0.48 0.09 -0.34
C 2.600592 0.709686 -0.629510 0.47 0.12 0.13
C -0.476313 0.403787 0.208651 1.63 -2.18 -1.37
C -1.405708 0.403263 -0.937289 -0.58 2.14 3.48
Co -0.550973 1.254111 1.842698 -1.45 2.91 3.37
C 0.249486 2.271099 3.146272 0.18 0.98 -0.46
O 0.572483 3.059067 3.923409 -0.18 -0.80 -0.43
C -1.674188 0.216761 2.822680 -1.19 -0.35 -0.30
O -2.719185 -0.100241 3.230424 0.69 -0.09 0.11
C -1.569963 2.632134 1.488892 -0.19 0.14 -0.89
O -2.248331 3.521968 1.195370 -0.04 -0.06 0.21
H 2.680660 0.931965 2.767924 0.14 0.13 -0.57
H 4.864910 1.941020 2.280796 -0.13 -0.03 -0.37
H 5.645134 2.233908 -0.064883 -0.64 -0.32 -0.14
H 4.223159 1.348959 -1.932840 -0.31 -0.07 0.42
H 1.992328 0.333389 -1.463603 0.17 0.41 0.64
H -2.439182 0.363804 -0.502655 0.49 -0.66 -0.45
H -1.441364 1.448797 -1.293547 0.35 -0.03 -0.88

---

7.
14
Properties=species:S:1:pos:R:3:forces:R:3 method="wB97M-V/def2-TZVPD" lumo_energy_ev=0.845 homo_ev=-8.461 orbital_gap_ev=9.31 charge=0 smiles="[H]/N=c1/oc(C)nn1N"
H -1.536043 -2.339250 0.956841 -2.01 -0.67 0.95
N -0.686663 -2.423922 0.478533 0.36 -0.56 -0.29
C -0.458691 -1.249878 0.139161 3.12 0.10 -1.09
O 0.769814 -0.938086 -0.414454 0.86 1.04 -0.44
C 0.880771 0.450028 -0.413307 -2.01 -0.75 1.21
C 2.149577 1.060400 -0.806994 2.79 0.70 -0.07
N -0.210052 0.995254 0.045307 1.99 0.79 -1.18
N -1.048875 -0.047340 0.227827 -0.28 -0.48 -0.18
N -2.270792 -0.003983 0.713787 -3.79 1.56 1.87
H 2.775203 1.530791 0.031643 -1.41 -0.51 -0.82
H 2.109486 1.806963 -1.621509 -0.51 -0.25 0.54
H 2.873512 0.309806 -1.189153 -0.81 0.03 0.19
H -2.351917 0.342745 1.693294 0.41 -0.34 -0.95
H -2.995330 0.506472 0.159023 1.29 -0.64 0.26

---

The following energy relative to the best compared isomer or geometry (same formula, charge and spin) values (in eV) correspond, in order, to the records above: 17.410, 0.000, 3.902, 1.509, 1.304, 5.496, 2.691.
The following M values (in g/mol) correspond, in order, to the records above: 265.4, 286.3, 110.1, 663.4, 142.2, 499.2, 114.1.